[1]
This record from OMol25 describes 3 unconnected molecules or ions with the total composition C44H79N9O8P4S2. The level of theory is the ωB97M-V functional and the def2-TZVPD basis.

```
146
C44H79N9O8P4S2 the ωB97M-V functional and the def2-TZVPD basis
C -2.020 -10.257 3.639
C -1.444 -9.859 2.395
C -0.793 -9.285 0.965
C -0.410 -7.701 1.278
C 0.482 -7.468 2.674
C 0.884 -5.938 3.103
S 1.835 -5.710 4.703
C 3.667 -5.382 4.498
O 1.178 -4.583 5.580
O 1.663 -7.030 5.542
C 0.397 -4.716 2.126
C -0.481 -4.870 0.737
C -0.899 -6.431 0.305
P -1.945 -6.905 -1.217
C -2.028 -5.534 -2.539
C -3.655 -7.617 -0.760
N -0.938 -3.698 -0.098
C -2.329 -3.220 0.252
C -2.459 -2.681 1.795
C -3.920 -1.969 2.020
C -3.754 -0.361 1.627
N -5.079 0.125 1.079
C -5.854 0.965 2.070
C -7.462 0.612 2.252
O -5.367 1.977 2.803
C 0.075 -2.583 -0.179
C 0.179 -1.763 -1.633
C 1.199 -0.485 -1.890
C 1.257 0.346 -3.308
C 2.251 -0.297 -4.443
C 3.807 -0.475 -3.948
C 4.000 -1.983 -3.318
C 4.782 -1.886 -1.880
N 6.088 -2.677 -1.957
C 2.173 -0.018 -0.642
C 3.244 1.261 -0.723
C 4.057 2.428 -0.820
C 2.133 -0.797 0.832
C 3.089 -0.379 2.112
P 2.036 0.705 3.281
O 0.597 0.853 2.611
O 1.928 -0.145 4.804
O 2.883 2.259 3.419
C 1.060 -2.047 1.014
S 0.914 -2.962 2.683
H -2.145 -10.329 4.822
H 0.165 -9.949 0.780
H -1.636 -9.421 0.166
H 0.802 -8.420 3.318
H 4.241 -6.323 4.078
H 4.099 -5.207 5.598
H 3.903 -4.427 3.862
H -2.916 -4.794 -2.242
H -2.328 -5.975 -3.588
H -1.062 -4.842 -2.580
H -4.044 -7.299 0.309
H -4.394 -7.371 -1.634
H -3.543 -8.805 -0.745
H -3.100 -4.063 -0.043
H -2.585 -2.300 -0.463
H -1.635 -1.826 1.918
H -2.257 -3.605 2.497
H -4.141 -2.036 3.191
H -4.768 -2.470 1.380
H -3.402 0.251 2.566
H -2.928 -0.244 0.797
H -4.948 0.678 0.201
H -7.978 1.567 2.703
H -7.974 0.380 1.201
H -7.598 -0.272 3.022
H -0.547 -2.102 -2.516
H 0.125 0.438 -3.676
H 1.598 1.460 -3.049
H 1.781 -1.277 -4.921
H 2.282 0.491 -5.340
H 4.482 -0.382 -4.911
H 4.111 0.397 -3.230
H 2.903 -2.441 -3.205
H 4.613 -2.600 -4.136
H 4.114 -2.364 -1.034
H 5.090 -0.767 -1.632
H 5.937 -3.556 -2.502
H 6.344 -2.898 -0.952
H 4.715 3.410 -0.837
H 4.054 0.215 1.743
H 3.506 -1.336 2.687
H 2.201 -1.109 4.603
H 2.367 2.836 4.081
C -6.563 1.313 -4.194
N -5.508 0.328 -3.993
C -5.546 -0.116 -2.591
P -3.936 0.283 -4.713
O -3.919 -1.265 -4.666
N -4.157 0.278 -6.436
C -5.354 0.760 -7.110
C -3.678 -0.905 -7.169
N -3.957 2.062 -4.768
C -2.976 2.654 -5.714
C -3.585 2.645 -3.458
H -6.349 2.277 -3.724
H -7.513 0.955 -3.773
H -6.793 1.496 -5.242
H -5.164 0.649 -1.914
H -4.947 -1.020 -2.445
H -6.564 -0.371 -2.278
H -6.220 0.124 -6.906
H -5.211 0.789 -8.198
H -5.577 1.797 -6.845
H -4.378 -1.743 -7.076
H -2.696 -1.222 -6.806
H -3.550 -0.690 -8.235
H -1.965 2.281 -5.518
H -2.968 3.748 -5.636
H -3.217 2.455 -6.760
H -2.615 2.266 -3.119
H -4.322 2.426 -2.687
H -3.536 3.739 -3.510
C 3.304 7.885 1.624
N 4.163 6.828 2.143
C 3.695 5.541 1.606
P 4.905 6.724 3.702
O 6.109 5.945 3.117
N 5.867 8.154 3.912
C 5.657 9.398 3.187
C 7.321 7.967 4.064
N 3.522 7.620 4.374
C 3.780 8.236 5.700
C 2.367 6.724 4.616
H 2.306 7.889 2.069
H 3.169 7.776 0.538
H 3.724 8.882 1.737
H 2.765 5.220 2.078
H 4.437 4.752 1.763
H 3.528 5.593 0.526
H 5.884 9.292 2.122
H 6.291 10.201 3.585
H 4.640 9.776 3.319
H 7.802 7.783 3.098
H 7.541 7.131 4.735
H 7.792 8.847 4.514
H 4.149 7.492 6.416
H 2.869 8.691 6.106
H 4.502 9.055 5.659
H 2.649 5.882 5.258
H 1.958 6.321 3.691
H 1.538 7.263 5.090
```

Calculated values
- ΔE to the lowest compared entry with this formula, charge and spin: 567.8 kcal/mol
- Total energy: -4979.06731 Eh
- Highest occupied orbital energy: -7.9 eV

[2]
This record from OMol25 describes a single C2H4P2S3 molecule. The level of theory is the ωB97M-V functional and the def2-TZVPD basis.

```
11
C2H4P2S3 the ωB97M-V functional and the def2-TZVPD basis
C -0.850 0.989 -1.335
P 0.027 1.020 0.059
S 1.248 2.363 0.719
C 0.400 -0.645 0.791
S -1.005 -1.454 1.515
P 0.887 -1.677 -0.775
S 2.777 -1.975 -0.413
H -0.951 1.917 -1.798
H -1.580 0.347 -1.554
H 1.054 -0.223 1.603
H -2.007 -0.662 1.188
```

Calculated values
- ΔE to the lowest compared entry with this formula, charge and spin: 37.1 kcal/mol
- Total energy: -1955.81198 Eh
- Highest occupied orbital energy: -9.0 eV

[3]
This record from OMol25 describes a molecular structure, C19H21Cl2N6O2Sm. The level of theory is the ωB97M-V functional and the def2-TZVPD basis.

```
51
C19H21Cl2N6O2Sm the ωB97M-V functional and the def2-TZVPD basis
Sm 11.497 8.577 8.858
C 9.136 8.639 11.042
N 10.559 9.057 11.303
C 10.780 10.435 11.735
C 11.476 11.290 10.748
N 12.063 10.886 9.603
C 12.879 11.955 9.206
C 13.767 12.117 8.135
C 14.177 13.398 7.818
C 13.913 14.500 8.647
C 13.174 14.364 9.832
C 12.617 13.095 10.025
N 11.777 12.586 11.029
C 8.545 9.020 9.709
N 9.202 9.265 8.561
C 8.195 9.585 7.608
C 8.345 9.912 6.244
C 7.147 10.264 5.560
C 5.910 10.108 6.166
C 5.743 9.660 7.483
C 6.922 9.379 8.134
N 7.189 9.000 9.508
H 8.427 9.099 11.820
H 9.044 7.531 11.243
H 11.089 8.429 11.947
H 11.435 10.468 12.609
H 9.850 10.952 11.941
H 14.010 11.251 7.485
H 14.819 13.631 6.952
H 14.237 15.450 8.323
H 12.980 15.182 10.567
H 11.366 13.133 11.818
H 9.312 9.921 5.791
H 7.254 10.620 4.537
H 5.031 10.507 5.624
H 4.821 9.755 8.075
H 6.489 8.640 10.134
N 12.584 7.865 3.907
C 13.073 8.743 4.898
C 12.665 8.522 6.342
O 11.402 8.160 6.573
O 13.452 8.719 7.282
H 13.065 7.782 3.021
H 11.615 7.657 3.868
H 12.778 9.825 4.747
H 14.185 8.803 5.025
Cl 11.194 5.525 9.641
C 12.804 5.361 10.360
Cl 13.568 7.055 10.287
H 13.365 4.609 9.758
H 12.650 5.057 11.419
```

Calculated values
- Total charge: +2
- ΔE to the lowest compared entry with this formula, charge and spin: 0.0 kcal/mol
- Total energy: -2793.60770 Eh
- Highest occupied orbital energy (spin up / spin down): -13.4 / -13.4 eV
- Spin multiplicity: 6

[4]
This record from OMol25 describes a molecular structure, C46H55Cl2N11O4S2. The level of theory is the ωB97M-V functional and the def2-TZVPD basis.

```
120
C46H55Cl2N11O4S2 the ωB97M-V functional and the def2-TZVPD basis
C 0.563 4.183 -1.287
C 0.471 3.638 -2.758
O 1.454 2.607 -2.866
C 0.995 1.426 -3.510
C 1.403 0.238 -2.603
C 2.816 -0.082 -2.353
C 3.901 0.760 -3.038
Cl 4.655 -0.122 -4.435
C 4.919 1.451 -2.075
C 4.217 2.684 -1.416
Cl 6.306 2.050 -3.052
C 3.090 -1.171 -1.525
S 4.725 -1.766 -1.048
C 5.092 -1.000 0.564
O 5.792 -1.405 -1.946
O 4.740 -3.192 -0.813
C 1.976 -1.905 -0.958
N 2.064 -2.977 -0.138
S 0.578 -3.432 0.230
N -0.353 -2.346 -0.576
C 0.569 -1.589 -1.173
C 0.370 -0.457 -2.036
O -0.978 -0.072 -2.286
C -1.406 -0.698 -3.368
N -1.846 -0.912 -4.425
H -0.308 4.787 -0.999
H 0.714 3.298 -0.641
H 1.510 4.752 -1.225
H -0.569 3.299 -2.894
H 0.754 4.483 -3.410
H -0.072 1.422 -3.765
H 1.580 1.295 -4.448
H 3.367 1.590 -3.529
H 5.273 0.831 -1.249
H 4.964 3.123 -0.734
H 3.430 2.255 -0.760
H 3.817 3.388 -2.155
H 4.478 -1.502 1.334
H 4.732 0.047 0.549
H 6.166 -1.071 0.788
N -4.423 -2.812 -5.102
C -5.025 -3.733 -4.289
C -5.989 -4.377 -5.019
C -5.964 -3.824 -6.326
C -4.986 -2.863 -6.345
H -3.680 -2.191 -4.827
H -4.716 -3.850 -3.263
H -6.639 -5.157 -4.656
H -6.591 -4.101 -7.159
H -4.644 -2.214 -7.134
N 1.695 7.154 0.527
C 0.726 7.978 1.033
C 0.686 7.797 2.389
C 1.671 6.829 2.717
C 2.278 6.453 1.548
H 1.939 7.076 -0.443
H 0.151 8.620 0.386
H 0.023 8.304 3.070
H 1.908 6.452 3.699
H 3.071 5.750 1.355
N -1.834 -2.490 2.531
C -2.803 -1.678 3.054
C -2.823 -1.862 4.412
C -1.824 -2.821 4.723
C -1.228 -3.188 3.542
H -1.603 -2.562 1.555
H -3.393 -1.042 2.416
H -3.480 -1.364 5.105
H -1.569 -3.198 5.701
H -0.430 -3.882 3.333
N -0.278 -5.920 5.954
C -1.591 -6.302 6.024
C -1.689 -7.302 6.954
C -0.385 -7.530 7.469
C 0.462 -6.662 6.835
H 0.085 -5.207 5.350
H -2.338 -5.830 5.407
H -2.595 -7.814 7.235
H -0.102 -8.250 8.220
H 1.524 -6.507 6.933
N 6.732 -5.400 -0.490
C 6.043 -6.185 0.390
C 6.867 -7.209 0.781
C 8.107 -7.030 0.114
C 7.992 -5.904 -0.660
H 6.367 -4.577 -0.941
H 5.027 -5.949 0.659
H 6.610 -7.998 1.470
H 8.982 -7.654 0.193
H 8.696 -5.420 -1.317
N -1.053 11.214 3.210
C -1.769 10.568 2.240
C -1.794 11.370 1.129
C -1.058 12.544 1.440
C -0.612 12.417 2.729
H -0.877 10.861 4.132
H -2.199 9.597 2.424
H -2.284 11.139 0.197
H -0.877 13.386 0.791
H -0.023 13.076 3.343
N -9.153 -2.734 -7.101
C -9.880 -3.877 -7.286
C -11.038 -3.540 -7.937
C -11.006 -2.139 -8.158
C -9.829 -1.671 -7.633
H -8.257 -2.683 -6.644
H -9.512 -4.828 -6.938
H -11.821 -4.224 -8.223
H -11.759 -1.542 -8.646
H -9.416 -0.677 -7.592
N 0.782 -0.661 5.466
C 1.766 -0.910 6.384
C 2.120 0.282 6.959
C 1.315 1.291 6.368
C 0.498 0.677 5.454
H 0.335 -1.354 4.890
H 2.128 -1.911 6.547
H 2.872 0.416 7.719
H 1.331 2.346 6.590
H -0.257 1.075 4.797
```

Calculated values
- Total energy: -4405.68952 Eh
- Highest occupied orbital energy: -8.0 eV

[5]
This record from OMol25 describes 7 unconnected molecules or ions with the total composition C14H21N7. The level of theory is the ωB97M-V functional and the def2-TZVPD basis.

```
42
C14H21N7 the ωB97M-V functional and the def2-TZVPD basis
C 22.575 -11.424 5.044
C 21.244 -12.007 5.324
N 20.195 -12.492 5.415
H 23.351 -12.012 5.534
H 22.653 -10.400 5.409
H 22.846 -11.472 3.990
C 18.991 -14.044 3.027
C 19.137 -15.411 3.548
N 19.230 -16.513 3.935
H 19.867 -13.482 3.350
H 18.049 -13.797 3.516
H 19.003 -13.916 1.945
C 12.804 -7.135 1.804
C 14.142 -7.569 2.220
N 15.172 -7.995 2.623
H 12.787 -6.369 1.029
H 12.316 -6.518 2.558
H 12.192 -8.008 1.575
C 17.814 -12.779 8.323
C 17.222 -13.025 7.055
N 16.769 -13.292 5.994
H 17.226 -13.314 9.068
H 17.655 -11.762 8.683
H 18.896 -12.864 8.217
C 17.311 -10.336 4.304
C 17.862 -9.000 4.498
N 18.316 -7.937 4.641
H 16.505 -10.470 5.025
H 18.155 -11.014 4.430
H 16.816 -10.361 3.333
C 17.966 -6.442 1.526
C 18.529 -6.269 0.223
N 18.985 -6.059 -0.776
H 17.686 -7.496 1.541
H 17.061 -5.848 1.658
H 18.803 -6.346 2.217
C 17.289 -4.846 4.352
C 16.227 -3.858 4.393
N 15.367 -3.130 4.483
H 18.133 -4.444 3.792
H 16.953 -5.776 3.893
H 17.503 -4.861 5.421
```

Calculated values
- Total charge: +1
- ΔE to the lowest compared entry with this formula, charge and spin: 29.7 kcal/mol
- Total energy: -928.82693 Eh
- Highest occupied orbital energy (spin up / spin down): -13.0 / -13.0 eV
- Spin multiplicity: 2

[6]
This record from OMol25 describes a gas-phase ion, C6H14NO (charge -1). The level of theory is the ωB97M-V functional and the def2-TZVPD basis.

```
22
C6H14NO the ωB97M-V functional and the def2-TZVPD basis
C -2.251 0.769 0.412
N -0.867 0.909 0.483
C -0.147 -0.055 -0.297
C 0.684 0.649 -1.501
O 0.008 0.699 -2.618
C 0.776 -1.030 0.476
C -0.059 -1.811 1.475
C 1.888 -0.159 1.231
H -2.650 1.845 0.397
H -2.640 0.533 1.382
H -2.731 0.407 -0.491
H -0.438 1.861 0.109
H -0.875 -0.740 -0.778
H 1.589 0.135 -1.623
H 1.214 1.592 -1.145
H 1.211 -1.720 -0.240
H -0.697 -2.554 0.969
H -0.574 -1.132 2.094
H 0.475 -2.398 2.105
H 2.519 -0.790 1.881
H 1.597 0.757 1.620
H 2.661 0.070 0.506
```

Calculated values
- Total charge: -1
- ΔE to the lowest compared entry with this formula, charge and spin: 51.4 kcal/mol
- Total energy: -366.91972 Eh
- Highest occupied orbital energy: -2.2 eV

[7]
This record from OMol25 describes a molecular structure, C21H52O13P3Ti. The level of theory is the ωB97M-V functional and the def2-TZVPD basis.

```
90
C21H52O13P3Ti the ωB97M-V functional and the def2-TZVPD basis
Ti -8.700 28.545 0.535
C -8.666 32.441 -1.592
C -9.032 31.370 -0.566
C -10.375 31.711 0.070
O -8.959 30.120 -1.117
H -9.341 32.393 -2.458
H -7.663 32.352 -2.012
H -8.789 33.461 -1.204
H -8.303 31.538 0.267
H -10.376 32.744 0.451
H -10.541 31.092 0.961
H -11.244 31.638 -0.591
C -12.897 23.258 1.067
C -13.104 24.685 0.625
O -11.885 25.470 0.718
P -11.717 26.670 1.717
O -10.527 27.487 1.500
O -13.097 27.428 1.672
C -13.598 28.113 0.519
C -12.864 29.380 0.169
O -11.781 25.988 3.137
C -11.550 26.788 4.325
C -10.075 26.887 4.659
H -12.341 23.222 2.001
H -13.878 22.803 1.207
H -12.345 22.664 0.338
H -13.464 24.807 -0.395
H -13.835 25.135 1.301
H -13.635 27.443 -0.349
H -14.652 28.327 0.705
H -12.969 30.156 0.923
H -11.824 29.209 -0.114
H -13.316 29.785 -0.744
H -11.990 27.783 4.237
H -12.083 26.246 5.105
H -9.872 27.653 5.406
H -9.704 25.933 5.041
H -9.482 27.172 3.787
C -5.642 26.802 2.379
C -5.002 27.770 3.358
O -5.962 28.492 4.159
P -6.737 29.695 3.504
O -7.306 29.466 2.188
O -7.796 30.064 4.614
C -7.357 30.258 5.959
C -7.805 29.143 6.880
O -5.679 30.856 3.574
C -5.754 32.056 2.780
C -6.133 33.222 3.684
H -4.910 26.062 2.051
H -6.486 26.315 2.874
H -6.037 27.263 1.470
H -4.385 27.208 4.055
H -4.363 28.479 2.823
H -6.273 30.362 6.037
H -7.736 31.206 6.350
H -7.547 28.163 6.478
H -7.278 29.317 7.822
H -8.874 29.133 7.091
H -4.762 32.216 2.361
H -6.492 31.942 1.986
H -5.642 33.138 4.655
H -6.014 34.205 3.239
H -7.193 33.101 3.941
C -9.639 23.255 2.342
C -8.560 24.319 2.284
O -7.689 24.048 1.170
P -7.859 24.802 -0.193
O -8.157 26.232 -0.096
O -8.874 23.914 -1.017
C -9.524 24.503 -2.168
C -10.864 23.848 -2.351
O -6.461 24.480 -0.862
C -5.903 25.421 -1.793
C -4.444 25.105 -1.996
H -10.322 23.382 3.181
H -10.179 23.228 1.397
H -9.157 22.281 2.457
H -9.001 25.317 2.220
H -7.923 24.280 3.166
H -9.638 25.589 -2.077
H -8.833 24.407 -3.012
H -11.407 23.957 -1.415
H -11.400 24.341 -3.160
H -10.723 22.787 -2.557
H -6.433 25.342 -2.749
H -6.034 26.467 -1.501
H -4.027 25.776 -2.750
H -3.820 25.212 -1.109
H -4.315 24.076 -2.338
```

Calculated values
- Total energy: -3683.24242 Eh
- Highest occupied orbital energy (spin up / spin down): -3.0 / -6.7 eV
- Spin multiplicity: 4

Question: Which of these has the lowest total energy?
Answer: C44H79N9O8P4S2

Question: Which of these has the lowest total energy?
Answer: C44H79N9O8P4S2

Question: Among the records above, which one has the highest total energy?
Answer: C6H14NO